Record 1
Here is C10H12Si in the gas phase at a distorted geometry from OMol25. Energies are from ωB97M-V with the def2-TZVPD basis set.

```
23
Properties=species:S:1:pos:R:3
C 3.741 0.693 -0.369
C 3.644 -0.727 -0.395
C 2.600 1.402 -0.076
C 2.419 -1.258 -0.072
C 1.284 0.897 -0.063
C 1.299 -0.536 0.031
C 0.004 1.548 0.152
C -1.164 0.815 0.265
C -1.259 -0.568 0.478
C -2.573 1.392 0.165
Si -1.809 -2.094 -0.305
H 4.737 1.181 -0.482
H 4.501 -1.320 -0.577
H 2.764 2.531 0.073
H 2.254 -2.382 -0.060
H -0.255 2.497 -0.218
H 0.332 -0.896 0.285
H -2.325 2.474 0.330
H -3.133 0.857 0.955
H -3.051 1.164 -0.956
H -2.737 -2.370 -1.379
H -2.439 -2.865 0.859
H -0.519 -2.662 -0.564
```

Calculated values
E_LUMO (alpha / beta) = -1.26 / -0.95 eV
2S+1 = 1
Frontier orbital gap (alpha / beta) = 6.3 / 6.6 eV
Net charge = 0
HOMO energy (alpha / beta) = -0.278 / -0.276 Eh
Energy relative to the best compared isomer or geometry (same formula, charge and spin) = 4.5685 eV

=====

Record 2
Here is 6 unconnected molecules or ions with the total composition C31H58BrF2N9O8P at a distorted geometry from OMol25. Energies are from ωB97M-V with the def2-TZVPD basis set.

```
110
Properties=species:S:1:pos:R:3
C 0.198 1.197 0.038
C -0.335 -0.101 -0.767
O 0.073 -0.441 -1.903
N -1.352 -0.921 -0.055
C -0.724 -2.102 0.649
N -2.338 -1.379 -0.941
C -3.470 -0.701 -1.179
N -3.679 0.590 -0.532
C -4.526 1.518 -1.351
C -4.725 2.849 -0.450
C -5.034 2.483 1.099
F -3.426 3.535 -0.424
C -5.883 0.884 -1.903
C -7.237 1.597 -1.432
O -8.449 0.850 -1.773
C -9.091 0.342 -0.603
C -9.165 -1.194 -0.289
C -9.808 -1.798 0.978
C -10.448 -0.866 2.040
C -10.441 0.659 1.758
C -9.784 1.262 0.468
C -5.855 -0.676 -1.574
F -6.099 -1.020 -0.203
N -4.525 -1.202 -2.073
P -4.741 -2.974 -1.984
O -4.362 -3.519 -0.387
Br -3.235 -4.034 -3.344
H 0.857 1.828 -0.642
H 0.756 0.830 0.993
H -0.715 1.792 0.432
H -0.578 -1.908 1.772
H -1.363 -3.048 0.550
H 0.271 -2.314 0.102
H -2.114 -2.287 -1.397
H -2.783 1.109 -0.420
H -3.912 1.875 -2.266
H -5.454 3.599 -0.897
H -5.525 1.434 1.077
H -5.848 3.190 1.477
H -4.084 2.488 1.729
H -5.851 0.978 -3.055
H -7.308 2.592 -2.020
H -7.285 1.874 -0.327
H -8.665 -1.884 -1.053
H -9.752 -2.944 1.079
H -10.891 -1.337 2.977
H -10.942 1.326 2.544
H -9.832 2.395 0.363
H -6.669 -1.171 -2.203
H -5.194 -3.591 0.141
C 1.814 2.725 2.845
O 1.966 1.598 2.405
N 2.537 3.817 2.471
C 2.300 5.128 3.039
C 3.577 3.659 1.471
H 1.051 2.952 3.607
H 2.028 5.819 2.238
H 3.215 5.475 3.527
H 1.493 5.097 3.773
H 3.132 3.278 0.550
H 4.312 2.935 1.831
H 4.068 4.613 1.274
C -0.338 -2.309 4.589
O 0.263 -2.053 3.559
N -0.332 -3.514 5.223
C -1.073 -3.743 6.447
C 0.441 -4.603 4.654
H -0.954 -1.553 5.103
H -0.376 -4.037 7.235
H -1.796 -4.546 6.280
H -1.604 -2.842 6.757
H 1.490 -4.304 4.594
H 0.078 -4.810 3.645
H 0.349 -5.499 5.269
C 2.464 -4.392 -1.378
O 2.123 -4.111 -0.242
N 2.886 -3.499 -2.317
C 3.275 -3.910 -3.650
C 2.948 -2.093 -1.969
H 2.455 -5.432 -1.744
H 4.315 -3.622 -3.823
H 2.632 -3.410 -4.379
H 3.179 -4.990 -3.770
H 3.627 -1.963 -1.122
H 1.952 -1.754 -1.675
H 3.301 -1.503 -2.816
C 5.018 1.095 -1.687
O 4.417 2.038 -1.201
N 5.795 1.147 -2.804
C 6.480 -0.022 -3.322
C 5.941 2.411 -3.499
H 4.975 0.089 -1.238
H 7.558 0.169 -3.334
H 6.131 -0.215 -4.340
H 6.279 -0.899 -2.702
H 6.371 3.148 -2.816
H 4.956 2.761 -3.816
H 6.589 2.296 -4.369
C 10.187 0.965 -2.302
O 9.449 0.763 -3.252
N 9.883 1.724 -1.211
C 10.820 1.913 -0.122
C 8.584 2.362 -1.138
H 11.198 0.529 -2.254
H 10.372 1.538 0.802
H 11.033 2.980 -0.017
H 11.752 1.379 -0.310
H 7.806 1.596 -1.179
H 8.465 3.030 -1.994
H 8.489 2.931 -0.212
```

Calculated values
E_LUMO = -2.73 eV
2S+1 = 1
Frontier orbital gap = 7.8 eV
Net charge = +1
HOMO energy = -0.386 Eh

=====

Record 3
Here is a molecular structure, C4H6N2O at a distorted geometry from OMol25. Energies are from ωB97M-V with the def2-TZVPD basis set.

```
13
Properties=species:S:1:pos:R:3
C 1.979 0.009 0.020
C -2.224 -0.568 -0.303
C 1.022 1.141 -0.411
C -0.018 0.026 -0.139
N -1.122 -0.446 -0.807
N 0.959 -0.910 0.242
O 3.172 -0.053 0.028
H -3.063 -1.065 -0.779
H -2.223 -0.255 0.911
H 0.782 1.907 0.235
H 1.090 1.283 -1.454
H -1.173 0.652 1.584
H 0.819 -1.722 0.873
```

Calculated values
E_LUMO (alpha / beta) = 0.43 / 0.43 eV
2S+1 = 1
Frontier orbital gap (alpha / beta) = 8.7 / 8.7 eV
Net charge = 0
HOMO energy (alpha / beta) = -0.303 / -0.303 Eh
Energy relative to the best compared isomer or geometry (same formula, charge and spin) = 5.6194 eV

=====

Record 4
Here is C3H3N3O2 in the gas phase at a distorted geometry from OMol25. Energies are from ωB97M-V with the def2-TZVPD basis set.

```
11
Properties=species:S:1:pos:R:3
H -0.307 1.730 -1.840
N -0.024 2.332 -1.136
C 0.135 1.692 -0.061
N -0.520 0.309 0.506
O 0.310 -0.150 1.577
N 0.511 -1.421 1.576
C 0.143 -1.994 0.356
C -0.396 -0.885 -0.483
O -0.761 -0.750 -1.683
H 0.703 2.143 0.781
H 0.206 -3.006 0.409
```

Calculated values
E_LUMO = -0.73 eV
SMILES = [H]/N=C\n1oncc1=O
2S+1 = 1
Frontier orbital gap = 9.5 eV
Net charge = 0
HOMO energy = -0.374 Eh
Energy relative to the best compared isomer or geometry (same formula, charge and spin) = 6.3629 eV

=====

Record 5
Here is HIS2 in the gas phase at a distorted geometry from OMol25. Energies are from ωB97M-V with the def2-TZVPD basis set.

```
4
Properties=species:S:1:pos:R:3
S 1.518 0.151 0.726
S -2.136 -0.122 -0.959
I 0.076 -0.508 -1.311
H 0.542 0.480 1.544
```

Calculated values
E_LUMO = -2.12 eV
2S+1 = 1
Frontier orbital gap = 6.5 eV
Net charge = 0
HOMO energy = -0.315 Eh
Energy relative to the best compared isomer or geometry (same formula, charge and spin) = 1.8466 eV

=====

Record 6
Here is a molecular structure, C5H7N at a distorted geometry from OMol25. Energies are from ωB97M-V with the def2-TZVPD basis set.

```
13
Properties=species:S:1:pos:R:3
C 0.331 -1.951 -0.225
C -0.244 -1.201 0.768
C -0.573 -0.024 1.175
H 0.383 -0.750 -0.982
H -0.304 -2.645 -0.774
H 1.338 -2.329 -0.055
H -1.062 0.254 2.094
N 0.130 0.610 -1.175
C -0.095 1.136 0.244
C 0.136 2.359 0.632
H 0.834 1.189 -1.618
H -0.728 0.672 -1.717
H -0.142 2.680 1.633
```

Calculated values
E_LUMO = -0.49 eV
2S+1 = 1
Frontier orbital gap = 6.2 eV
Net charge = 0
HOMO energy = -0.246 Eh
Energy relative to the best compared isomer or geometry (same formula, charge and spin) = 6.7259 eV